Entry 1:
The molecule C5H9NO. Source: the OMol25 dataset; level of theory: wB97M-V/def2-TZVPD.

Atoms and positions in Å:
C: -0.014 1.146 -2.079
N: -0.418 0.429 -0.873
C: -0.292 1.149 0.376
C: 0.654 0.055 0.027
C: 0.576 -0.924 1.155
O: 1.379 -0.753 2.051
C: -0.542 -1.923 1.273
H: -0.885 1.671 -2.489
H: 0.342 0.438 -2.833
H: 0.779 1.893 -1.899
H: 0.204 2.104 0.500
H: -1.085 0.927 1.088
H: 1.666 0.361 -0.236
H: -0.879 -1.946 2.313
H: -1.372 -1.725 0.591
H: -0.114 -2.903 1.037

M: 99.1 Da
LUMO level: 1.0355 eV
charge: 0
SMILES string: CC(=O)[C@@H]1CN1C
E: -325.8497 a.u.

Entry 2:
The molecule C5H9NO. Source: the OMol25 dataset; level of theory: wB97M-V/def2-TZVPD.

Atoms and positions in Å:
O: -2.438 -1.350 0.641
C: -1.410 -0.755 -0.100
C: -1.157 0.776 0.044
C: 0.304 0.423 0.073
C: 2.404 0.658 -0.810
N: 1.429 1.131 -0.008
C: 0.064 -1.053 0.273
H: -2.294 -1.129 1.570
H: -1.598 -1.025 -1.143
H: -1.567 1.193 0.977
H: -1.512 1.392 -0.793
H: 2.072 0.138 -1.692
H: 3.452 0.718 -0.557
H: 1.530 2.032 0.473
H: 0.585 -1.827 -0.298
H: 0.149 -1.307 1.348

M: 99.1 Da
LUMO level (spin up / spin down): 0.8264 / 0.9335 eV
charge: 0
E: -325.7695 a.u.

Entry 3:
A structure of composition C5H9NO. Source: the OMol25 dataset; level of theory: wB97M-V/def2-TZVPD.

Atoms and positions in Å:
C: -1.026 -0.339 1.199
C: -0.198 -0.017 -0.037
C: -0.288 -1.137 -1.079
C: -0.232 1.430 -0.580
O: 1.218 1.520 -0.496
C: 1.248 0.345 0.213
N: 2.151 -0.204 0.886
H: -0.987 0.466 1.940
H: -2.076 -0.513 0.934
H: -0.638 -1.246 1.672
H: 0.084 -2.065 -0.629
H: -1.317 -1.312 -1.410
H: 0.334 -0.935 -1.958
H: -0.627 2.159 0.137
H: -0.588 1.569 -1.604
H: 3.003 0.352 0.908

M: 99.1 Da
LUMO level: 0.8936 eV
charge: 0
E: -325.8854 a.u.

Entry 4:
A structure of composition C5H9NO at a distorted geometry. Source: the OMol25 dataset; level of theory: wB97M-V/def2-TZVPD.

Atoms and positions in Å:
C: 0.896 0.365 0.416
C: -0.434 0.959 -0.372
C: -0.906 -0.272 -1.354
C: -0.650 -1.403 -0.241
C: -0.399 -0.500 0.964
H: 2.549 0.635 1.720
H: 2.138 1.796 0.750
H: 1.388 -0.228 -0.411
H: -0.453 1.901 -0.937
H: -2.060 -0.235 -1.638
H: -0.122 -0.338 -2.165
H: -0.015 -2.220 -0.550
H: -1.758 -1.807 -0.293
H: -0.614 -0.533 2.125
N: 1.689 1.124 1.244
O: -1.251 0.758 0.742

M: 99.1 Da
LUMO level: 0.9569 eV
charge: 0
E: -325.7660 a.u.

Entry 5:
The molecule C5H9NO at a distorted geometry. Source: the OMol25 dataset; level of theory: wB97M-V/def2-TZVPD.

Atoms and positions in Å:
N: 0.138 -0.793 -0.974
C: -0.928 -0.156 -1.779
C: -1.623 0.827 -0.833
C: -0.647 1.077 0.315
C: 0.067 -0.306 0.414
C: 1.465 -0.206 0.971
O: 1.818 -0.484 2.074
H: 0.043 -1.792 -0.938
H: -1.606 -0.879 -2.219
H: -0.364 0.472 -2.476
H: -1.894 1.736 -1.378
H: -2.562 0.432 -0.456
H: 0.103 1.834 0.093
H: -1.134 1.283 1.263
H: -0.484 -0.971 1.086
H: 2.134 0.343 0.266

M: 99.1 Da
LUMO level: 0.9585 eV
charge: 0
SMILES string: O=C[C@H]1CCCN1
E: -325.8866 a.u.

Entry 6:
A cluster of 2 separate species, C5H9NO in total at a distorted geometry. Source: the OMol25 dataset; level of theory: wB97M-V/def2-TZVPD.

Atoms and positions in Å:
C: -1.595 -0.427 -1.953
C: -0.226 0.227 0.176
C: 0.189 1.694 0.065
C: -0.032 -0.448 1.574
N: 1.006 -1.285 0.980
C: 0.876 -0.775 -0.283
O: 1.426 -1.025 -1.329
H: -0.873 0.068 -2.642
H: -1.313 0.115 -0.278
H: -1.314 -1.500 -2.041
H: -0.574 2.345 0.506
H: 0.306 1.977 -0.986
H: 1.143 1.892 0.573
H: 0.342 0.215 2.365
H: -0.902 -1.005 1.931
H: 1.541 -2.067 1.341

M: 99.1 Da
LUMO level (spin up / spin down): -0.5013 / -0.4994 eV
charge: 0
E: -325.7278 a.u.

Entry 7:
The molecule C5H9NO. Source: the OMol25 dataset; level of theory: wB97M-V/def2-TZVPD.

Atoms and positions in Å:
C: -0.150 1.523 0.655
C: -0.216 0.133 0.027
C: -1.664 -0.339 -0.173
N: 0.609 -0.052 -1.208
C: 1.478 -1.076 -0.582
C: 0.671 -0.922 0.706
O: 0.714 -1.403 1.803
H: -0.619 1.510 1.647
H: -0.686 2.246 0.025
H: 0.887 1.863 0.772
H: -2.365 0.223 0.454
H: -1.782 -1.399 0.074
H: -1.935 -0.215 -1.225
H: 1.131 0.790 -1.430
H: 1.385 -2.058 -1.058
H: 2.542 -0.824 -0.486

M: 99.1 Da
LUMO level: 0.9343 eV
charge: 0
SMILES string: CC1(C)NCC1=O
E: -325.8769 a.u.

Entry 8:
A cluster of 2 separate species, C5H9NO in total. Source: the OMol25 dataset; level of theory: wB97M-V/def2-TZVPD.

Atoms and positions in Å:
C: -1.404 -1.016 -0.504
C: -0.536 0.100 -0.052
C: -0.869 1.535 0.301
C: 0.646 1.732 0.624
C: 0.769 0.284 0.226
N: 1.850 -0.612 0.160
O: 2.905 -0.110 0.500
H: -2.043 -0.690 -1.333
H: -2.072 -1.320 0.311
H: -0.823 -1.885 -0.819
H: 1.047 -3.370 -1.118
H: -1.246 2.134 -0.535
H: -1.546 1.652 1.155
H: 0.873 1.952 1.671
H: 1.172 2.444 -0.018
H: 1.341 -2.764 -0.796

M: 99.1 Da
LUMO level: -0.4173 eV
charge: 0
SMILES string: CC1=C(N=O)CC1.[H][H]
E: -325.7510 a.u.

Entry 9:
The molecule C5H9NO at a distorted geometry. Source: the OMol25 dataset; level of theory: wB97M-V/def2-TZVPD.

Atoms and positions in Å:
O: 1.904 -1.070 -0.063
C: 1.658 0.094 0.441
C: 0.178 0.177 1.210
C: -0.949 0.227 -0.023
C: -0.369 0.663 -1.410
C: -0.769 0.139 -2.587
N: 0.033 -0.818 2.258
H: 2.469 0.651 0.874
H: 0.375 1.191 1.477
H: -1.589 1.016 0.345
H: -1.455 -0.657 -0.249
H: 0.229 1.539 -1.215
H: -0.229 0.109 -3.505
H: -1.444 -0.801 -2.658
H: -0.922 -1.364 2.300
H: 0.880 -1.095 2.806

M: 99.1 Da
LUMO level: 0.1784 eV
charge: 0
SMILES string: C=CC[C@@H](N)C=O
E: -325.7598 a.u.

Entry 10:
A structure of composition C5H9NO at a distorted geometry. Source: the OMol25 dataset; level of theory: wB97M-V/def2-TZVPD.

Atoms and positions in Å:
C: -0.601 -0.451 -1.683
C: -1.251 0.101 0.306
O: -1.593 -1.088 0.828
C: 0.065 0.675 0.828
C: 1.283 -0.259 0.968
C: 0.430 1.865 0.048
N: 0.743 2.784 -0.580
H: 0.124 0.262 -2.077
H: -1.374 -0.689 -2.420
H: -0.141 -1.369 -1.322
H: -1.456 0.219 -0.887
H: -0.819 -1.608 1.112
H: -0.198 1.032 1.835
H: 2.106 0.262 1.464
H: 1.636 -0.604 -0.007
H: 1.047 -1.133 1.587

M: 99.1 Da
LUMO level: 0.5450 eV
charge: 0
E: -325.7579 a.u.

Entry 11:
The molecule C5H9NO at a distorted geometry. Source: the OMol25 dataset; level of theory: wB97M-V/def2-TZVPD.

Atoms and positions in Å:
C: -0.847 0.093 -0.852
C: 0.217 -0.913 -0.034
C: 1.539 -0.058 -0.183
C: -0.538 1.031 0.147
C: -0.463 -0.155 1.200
H: -1.904 -1.575 -0.897
H: -0.612 0.367 -1.953
H: 0.232 -2.078 -0.172
H: 2.136 -0.231 -1.151
H: 2.125 -0.328 0.809
H: 1.513 1.716 0.306
H: -1.141 1.810 0.374
H: -1.334 -0.607 1.528
H: 0.331 -0.001 1.912
N: 0.865 1.403 -0.351
O: -2.118 -0.476 -0.683

M: 99.1 Da
LUMO level: 0.8358 eV
charge: 0
SMILES string: O[C@@H]1[C@H]2CN[C@@H]1C2
E: -325.7546 a.u.

Entry 12:
A cluster of 2 separate species, C5H9NO in total at a distorted geometry. Source: the OMol25 dataset; level of theory: wB97M-V/def2-TZVPD.

Atoms and positions in Å:
C: 1.004 0.765 0.528
C: 0.056 -0.417 0.306
C: 0.757 -1.678 -0.186
C: -1.711 0.889 -1.140
O: -1.006 1.991 -1.299
C: -0.784 -0.661 1.485
N: -1.479 -0.837 2.394
H: 1.481 1.041 -0.419
H: 0.487 1.650 0.913
H: 1.795 0.494 1.236
H: 1.499 -2.044 0.527
H: 1.256 -1.443 -1.132
H: 0.018 -2.461 -0.373
H: -0.645 -0.221 -0.551
H: -2.177 1.008 -0.135
H: -0.552 1.924 -2.153

M: 99.1 Da
LUMO level: 0.4262 eV
charge: 0
E: -325.7806 a.u.

Entry 13:
The molecule C5H9NO. Source: the OMol25 dataset; level of theory: wB97M-V/def2-TZVPD.

Atoms and positions in Å:
C: -1.775 -1.137 -0.075
C: -0.736 -0.068 -0.105
C: -0.840 1.437 -0.183
C: 0.673 1.464 0.214
C: 0.583 -0.043 0.122
N: 1.489 -1.103 0.328
O: 2.704 -0.845 -0.372
H: -2.421 -1.131 -0.960
H: -2.415 -0.980 0.802
H: -1.338 -2.138 0.025
H: 1.089 -1.897 -0.163
H: -1.029 1.826 -1.192
H: -1.537 1.908 0.521
H: 0.820 1.844 1.233
H: 1.360 1.981 -0.464
H: 3.373 -1.116 0.270

M: 99.1 Da
LUMO level: 1.0199 eV
charge: 0
SMILES string: CC1=C(NO)CC1
E: -325.8043 a.u.

Entry 14:
The molecule C5H9NO. Source: the OMol25 dataset; level of theory: wB97M-V/def2-TZVPD.

Atoms and positions in Å:
C: 0.469 -1.500 0.930
C: 1.012 -0.106 0.711
N: 1.729 0.115 -0.550
C: 0.469 0.809 -0.320
C: -0.753 0.418 -1.129
C: -1.977 0.749 -0.302
O: -2.083 1.799 0.293
H: 0.340 -2.005 -0.031
H: 1.169 -2.100 1.520
H: -0.492 -1.489 1.459
H: 1.398 0.384 1.605
H: 2.517 0.745 -0.421
H: 0.508 1.873 -0.088
H: -0.742 -0.644 -1.390
H: -0.797 0.987 -2.069
H: -2.765 -0.032 -0.218

M: 99.1 Da
LUMO level: 1.0661 eV
charge: 0
SMILES string: C[C@H]1N[C@H]1CC=O
E: -325.8619 a.u.

Entry 15:
A cluster of 2 separate species, C5H9NO in total. Source: the OMol25 dataset; level of theory: wB97M-V/def2-TZVPD.

Atoms and positions in Å:
C: -1.384 -0.889 -0.786
C: -0.527 0.147 -0.157
C: -0.890 1.471 0.485
C: 0.628 1.649 0.805
C: 0.779 0.311 0.128
N: 1.883 -0.531 -0.096
O: 2.919 -0.077 0.357
H: -1.999 -0.445 -1.578
H: -2.077 -1.293 -0.038
H: -0.799 -1.712 -1.204
H: 0.930 -3.443 -0.777
H: -1.317 2.216 -0.195
H: -1.537 1.381 1.365
H: 0.880 1.664 1.869
H: 1.116 2.490 0.305
H: 1.395 -2.939 -0.484

M: 99.1 Da
LUMO level: -0.4029 eV
charge: 0
SMILES string: CC1=C(N=O)CC1.[H][H]
E: -325.7509 a.u.

Entry 16:
The molecule C5H9NO at a distorted geometry. Source: the OMol25 dataset; level of theory: wB97M-V/def2-TZVPD.

Atoms and positions in Å:
O: 0.397 -1.516 -1.757
C: 0.650 -0.596 -0.947
C: 0.068 -0.761 0.581
C: -0.176 0.660 1.031
C: -1.081 1.251 -0.137
C: -1.065 2.569 -0.377
N: 0.957 -1.555 1.352
H: 1.287 0.284 -1.335
H: -0.852 -1.388 0.284
H: -0.751 0.716 2.039
H: 0.636 1.277 1.200
H: -1.914 0.607 -0.250
H: -0.336 3.128 0.262
H: -1.442 3.198 -1.282
H: 1.460 -2.445 0.785
H: 1.662 -1.100 1.973

M: 99.1 Da
LUMO level: 0.5999 eV
charge: 0
SMILES string: C=CC[C@H](N)C=O
E: -325.7940 a.u.